(1)
98
Properties=species:S:1:pos:R:3 method="wB97M-V/def2-TZVPD" smiles=COC[C@H](C)N.COC[C@H](C)N.COC[C@H](C)N.COC[C@H](C)N.CC(C)O.CC(C)O.O.O charge=0 e_homo_ev=-9.099 e_above_lowest_kcal_mol=44.4
C 8.795 14.007 8.409
O 10.170 14.000 8.007
C 10.602 15.254 7.519
C 12.047 15.144 7.064
C 12.967 14.560 8.137
N 12.535 16.440 6.651
H 8.220 14.142 7.519
H 8.602 14.852 9.076
H 8.501 13.009 8.806
H 9.932 15.568 6.657
H 10.544 16.067 8.281
H 11.983 14.364 6.271
H 12.650 13.522 8.450
H 12.844 15.267 9.002
H 13.953 14.710 7.720
H 12.058 16.761 5.860
H 12.633 17.101 7.377
C 12.325 10.585 9.446
O 12.485 9.622 10.475
C 12.498 8.231 10.026
C 12.485 7.291 11.204
C 13.621 7.437 12.167
N 12.253 5.842 10.711
H 11.244 10.833 9.372
H 12.546 10.108 8.459
H 12.864 11.424 9.696
H 11.624 7.998 9.345
H 13.429 8.096 9.407
H 11.581 7.449 11.768
H 14.608 7.115 11.769
H 13.482 6.805 13.012
H 13.712 8.540 12.487
H 12.503 5.212 11.450
H 12.835 5.646 9.867
C 7.494 18.376 16.260
O 7.338 17.238 15.439
C 8.391 16.365 15.700
C 8.142 15.007 14.944
C 7.831 15.358 13.485
N 7.047 14.228 15.573
H 6.662 19.075 16.145
H 8.482 18.924 16.170
H 7.308 17.980 17.295
H 9.362 16.806 15.505
H 8.361 16.132 16.763
H 8.993 14.356 14.991
H 8.709 15.830 13.058
H 6.914 16.002 13.370
H 7.645 14.495 12.928
H 7.258 14.118 16.541
H 6.187 14.693 15.572
C 11.543 13.913 13.151
O 11.760 15.278 13.401
C 11.585 16.180 12.278
C 12.383 17.422 12.553
C 11.642 18.372 13.528
N 12.524 18.057 11.279
H 11.491 13.773 12.043
H 10.642 13.554 13.580
H 12.363 13.325 13.477
H 12.040 15.633 11.430
H 10.514 16.366 11.991
H 13.284 17.022 13.020
H 11.534 17.841 14.468
H 10.636 18.592 13.121
H 12.266 19.309 13.743
H 12.864 19.016 11.377
H 13.136 17.511 10.649
C 9.259 7.368 7.707
C 8.836 8.845 7.997
C 7.295 8.919 7.837
O 9.231 9.141 9.319
H 8.659 7.044 6.827
H 8.972 6.715 8.533
H 10.349 7.261 7.584
H 9.256 9.567 7.266
H 6.914 9.835 8.274
H 6.854 8.156 8.531
H 6.838 8.717 6.834
H 8.503 9.653 9.724
C 9.445 10.181 14.241
C 9.799 9.301 13.095
C 8.657 8.336 12.690
O 10.015 10.257 12.039
H 8.811 9.663 14.924
H 9.022 11.079 13.877
H 10.297 10.478 14.854
H 10.719 8.754 13.266
H 9.010 7.808 11.766
H 7.729 8.921 12.598
H 8.416 7.542 13.455
H 10.580 9.898 11.371
O 6.380 11.636 13.834
H 5.560 11.247 14.099
H 6.634 12.183 14.537
O 7.444 11.434 10.997
H 6.865 11.518 11.815
H 8.293 11.278 11.429

***

(2)
105
Properties=species:S:1:pos:R:3 method="wB97M-V/def2-TZVPD" charge=-1 e_homo_ev=-4.173
C 18.889 30.141 4.878
C 20.147 30.508 5.652
O 20.192 29.917 6.909
H 18.905 29.057 4.762
H 18.943 30.600 3.891
H 17.960 30.399 5.387
H 20.107 31.597 5.623
H 21.073 30.199 5.167
C 23.123 34.335 5.941
C 22.798 33.471 7.206
C 21.397 33.888 7.717
O 21.491 35.129 8.377
C 20.219 35.610 8.896
N 22.810 32.033 6.816
H 23.062 35.406 6.137
H 22.376 34.166 5.166
H 24.069 34.113 5.448
H 23.521 33.785 7.959
H 21.104 33.071 8.376
H 20.582 33.920 6.994
H 20.264 36.652 9.212
H 19.930 35.188 9.859
H 19.365 35.431 8.243
H 22.102 31.747 6.155
H 23.603 31.734 6.266
C 15.243 30.377 -1.134
C 15.110 29.681 0.232
C 14.479 30.501 1.305
O 14.220 29.868 2.518
C 14.642 30.597 3.666
N 14.494 28.385 0.172
H 16.025 29.927 -1.746
H 15.467 31.427 -0.948
H 14.281 30.307 -1.643
H 16.098 29.474 0.643
H 13.569 30.857 0.821
H 15.072 31.414 1.345
H 14.481 30.017 4.575
H 14.137 31.562 3.708
H 15.711 30.793 3.757
H 14.403 28.089 1.134
H 13.507 28.448 -0.033
C 15.005 36.353 4.850
C 16.122 35.699 4.083
C 16.289 34.156 4.316
O 16.221 33.687 5.685
C 17.471 33.751 6.435
N 16.250 36.077 2.699
H 15.310 37.392 4.970
H 14.924 35.852 5.815
H 14.053 36.207 4.339
H 16.957 36.243 4.525
H 17.229 33.767 3.925
H 15.568 33.579 3.736
H 17.462 33.362 7.453
H 17.951 34.729 6.473
H 18.115 33.079 5.868
H 16.285 37.086 2.725
H 17.085 35.707 2.268
C 23.103 31.410 3.068
C 24.593 30.968 3.331
O 24.504 29.547 3.798
O 22.986 32.838 2.834
H 22.532 31.172 3.965
H 22.612 30.848 2.273
H 25.141 31.652 3.979
H 25.181 30.940 2.414
H 24.528 29.568 4.758
H 23.413 33.106 2.017
C 17.236 28.131 7.477
C 16.986 29.264 8.480
O 17.408 30.503 7.920
O 18.584 27.609 7.342
H 16.759 28.496 6.567
H 16.564 27.297 7.677
H 17.564 28.999 9.365
H 15.919 29.319 8.695
H 18.302 30.365 7.598
H 19.123 28.333 7.015
C 19.599 30.855 -0.385
C 18.951 30.622 0.977
O 17.831 31.419 1.221
O 20.220 32.000 -0.640
H 18.852 30.689 -1.161
H 20.371 30.085 -0.378
H 19.694 30.846 1.742
H 18.677 29.571 1.076
H 18.159 32.265 0.907
H 20.256 32.108 -1.593
C 21.057 27.646 2.140
O 19.985 27.221 2.467
N 21.746 28.453 2.880
N 21.615 27.450 0.971
H 22.698 28.658 2.612
H 21.459 28.794 3.787
H 22.511 27.785 0.648
H 20.991 27.111 0.253
C 18.513 25.013 4.641
O 18.065 24.337 5.550
N 19.091 26.135 4.811
N 18.693 24.541 3.457
H 19.128 26.463 5.765
H 19.510 26.599 4.018
H 18.634 23.540 3.329
H 18.874 25.022 2.588

***

| no. | orbital gap (eV) | LUMO level (hartree) |
| --- | --- | --- |
| 1 | 9.77 | 0.0245 |
| 2 | 5.86 | 0.0621 |